(1)
The following is a quantum chemistry calculation of a single C9H14N4 molecule at a distorted geometry, from OMol25.

## Properties
Structure (SMILES)   Cc1nccnc1N1CCNCC1
Gap between HOMO and LUMO   8.970 eV
Energy relative to the best compared isomer or geometry (same formula, charge and spin)   3.2195 eV
Electronic energy   -570.2452 Eh
Spin multiplicity   1
Lowest unoccupied orbital energy   0.0280 Ha

Structure (XYZ):
```
27
Properties=species:S:1:pos:R:3:forces:R:3
C 0.1104 -2.7646 -0.3277 -3.0 -2.4 0.5
C -0.9220 -1.9951 0.5018 1.4 1.2 -0.2
C -2.6653 -1.7918 1.9693 1.6 -2.2 -1.9
C -2.3730 -0.4772 2.1210 -2.2 -1.2 1.3
C -0.6736 -0.5775 0.7433 0.9 0.8 -1.5
C 0.3103 1.6731 0.5097 -1.8 0.1 2.3
C 1.6220 2.3765 0.0558 -0.1 1.5 0.1
C 1.6697 1.1117 -1.8779 2.2 0.2 -0.5
C 0.5134 0.1380 -1.3877 0.3 -0.9 -1.6
H -0.1612 -2.7385 -1.4697 1.1 0.0 2.3
H 1.0754 -2.4342 0.0392 0.4 0.0 -0.8
H -0.1149 -3.8439 0.1113 0.9 1.9 -1.4
H -3.4590 -2.3504 2.3882 -0.9 0.1 0.6
H -3.0583 0.1559 2.6149 -0.6 0.5 1.1
H 0.0906 1.6270 1.6901 1.2 0.4 -2.6
H -0.6885 2.1599 0.1863 1.6 -0.1 0.0
H 2.4949 1.7058 0.2869 -0.8 0.8 0.2
H 1.7730 3.3987 0.5744 -0.4 -1.7 -0.7
H 0.8178 3.0221 -1.9088 2.7 -1.0 2.0
H 2.7010 0.7486 -1.3710 -2.3 0.1 -1.8
H 1.6962 1.1097 -3.0564 0.1 -0.3 2.4
H -0.4700 0.3694 -1.9697 1.5 -0.4 0.8
H 0.9381 -0.9626 -1.8384 -1.4 3.0 1.8
N -1.8668 -2.6213 1.1624 -0.6 1.9 0.7
N -1.3523 0.1131 1.6030 0.2 0.7 -0.4
N 0.2394 0.2711 0.0840 1.7 -1.5 -1.9
N 1.7529 2.5765 -1.4342 -3.9 -1.5 -0.8
```
Forces are in eV/Å.

=====

(2)
The following is a quantum chemistry calculation of a single C30H46N6O6 molecule at a distorted geometry, from OMol25.

## Properties
Structure (SMILES)   CC(C)C[C@H](NC(=O)OC(C)(C)C)c1cn([C@@H](Cc2ccc(O)cc2)C(=O)N2CCN(C(=O)OC(C)(C)C)CC2)nn1
Gap between HOMO and LUMO   9.131 eV
Energy relative to the best compared isomer or geometry (same formula, charge and spin)   0.0000 eV
Electronic energy   -1950.8308 Eh
Spin multiplicity   1
Lowest unoccupied orbital energy   0.0211 Ha

Structure (XYZ):
```
88
Properties=species:S:1:pos:R:3:forces:R:3
C -4.9903 -2.9497 -1.0231 0.2 0.2 0.1
H -4.9207 -4.0354 -1.0489 0.0 -0.2 0.0
H -6.0433 -2.6786 -0.9994 -0.1 0.0 -0.1
H -4.5626 -2.5498 -1.9385 0.0 0.0 -0.2
C -4.2751 -2.3949 0.2068 0.0 -0.2 0.1
C -4.9909 -2.8476 1.4785 0.1 0.2 -0.2
H -6.0290 -2.5234 1.4706 -0.2 0.0 0.0
H -4.9731 -3.9325 1.5588 0.0 -0.2 0.0
H -4.5109 -2.4315 2.3614 0.0 0.0 0.2
C -2.8095 -2.8404 0.2534 -0.2 0.3 -0.3
H -2.3853 -2.6042 1.2314 0.1 0.0 0.1
H -2.7590 -3.9247 0.1239 0.0 0.0 0.1
C -1.9288 -2.1784 -0.8169 0.1 0.0 0.3
N -0.5995 -2.7780 -0.8130 -0.1 -0.4 -0.4
C 0.4518 -2.4324 -0.0356 0.0 -0.2 -0.2
O 0.5436 -1.4194 0.6198 0.1 0.1 0.4
O 1.3854 -3.3977 -0.1425 0.0 -0.2 -0.1
C 2.6847 -3.2681 0.4849 0.5 0.1 0.3
C 3.3945 -4.5772 0.1356 -0.4 0.3 0.0
H 2.8406 -5.4221 0.5365 0.0 -0.1 0.1
H 4.3958 -4.5773 0.5553 0.1 0.0 0.1
H 3.4609 -4.6887 -0.9434 0.0 0.0 -0.1
C 2.5420 -3.1294 1.9999 -0.2 0.1 -0.3
H 3.5266 -3.0965 2.4570 0.1 0.0 0.0
H 1.9916 -3.9770 2.4033 0.0 -0.1 0.1
H 2.0096 -2.2156 2.2461 0.0 0.0 0.1
C 3.4360 -2.0792 -0.1102 -0.3 -0.2 0.0
H 2.9112 -1.1554 0.1089 0.0 0.1 0.0
H 4.4334 -2.0209 0.3160 0.1 0.0 0.0
H 3.5146 -2.1903 -1.1898 0.1 0.0 -0.1
H -0.5193 -3.6813 -1.2541 0.0 0.1 0.0
C -1.8658 -0.6969 -0.6473 -0.3 0.4 0.5
C -1.9479 0.0886 0.4854 0.0 -0.3 -0.6
N -1.8544 1.3493 0.0218 0.1 -0.8 0.1
N -1.7277 1.3428 -1.2997 0.1 1.2 -0.4
N -1.7351 0.1297 -1.7058 0.0 -0.6 -0.4
C -1.9130 2.5757 0.7725 -0.2 0.4 0.5
H -1.7740 3.3878 0.0537 0.0 -0.2 0.0
C -3.2805 2.7200 1.4630 0.1 -0.1 -0.2
C -4.3970 2.3428 0.5301 0.0 0.1 0.2
C -4.6402 3.0828 -0.6225 -0.1 -0.2 0.1
C -5.6302 2.7149 -1.5086 -0.2 -0.1 -0.1
C -6.4061 1.5875 -1.2559 0.2 0.0 0.3
C -6.1782 0.8476 -0.1036 -0.1 0.0 -0.2
C -5.1787 1.2242 0.7758 0.0 0.2 -0.1
H -5.0134 0.6398 1.6697 0.0 -0.1 0.1
H -6.7817 -0.0264 0.1040 -0.1 -0.1 0.0
O -7.3727 1.2542 -2.1528 -0.2 0.0 -0.2
H -7.8269 0.4541 -1.8629 0.1 0.1 0.0
H -5.8183 3.2834 -2.4049 0.0 0.1 -0.1
H -4.0469 3.9607 -0.8305 0.1 0.1 -0.1
H -3.3841 3.7554 1.7936 0.0 0.0 0.1
H -3.2933 2.0870 2.3514 0.0 0.1 0.0
C -0.7810 2.5622 1.8206 -0.1 0.2 -0.3
O -1.0320 2.4441 3.0047 -0.3 -0.1 0.3
N 0.4751 2.6806 1.3520 0.3 0.1 0.1
C 0.9104 2.7405 -0.0274 0.1 -0.2 -0.5
H 1.5745 3.6073 -0.1327 -0.1 0.0 0.0
C 1.6917 1.4656 -0.3774 -0.3 0.2 -0.4
N 2.7834 1.3026 0.5526 -0.1 -0.1 -0.1
C 4.0983 1.4427 0.2537 -0.3 -0.1 0.1
O 4.9716 1.3925 1.0915 0.4 0.0 0.1
O 4.2821 1.6111 -1.0684 -0.1 0.0 -0.1
C 5.6188 1.6894 -1.6148 0.6 0.1 -0.2
C 5.3917 1.8443 -3.1196 -0.1 -0.1 0.5
H 6.3454 1.9098 -3.6344 0.1 0.0 -0.1
H 4.8172 2.7449 -3.3202 0.0 0.1 0.0
H 4.8385 0.9906 -3.5023 0.0 -0.1 -0.1
C 6.3524 2.9088 -1.0563 -0.2 -0.2 0.1
H 7.3233 3.0029 -1.5343 0.1 0.0 -0.1
H 5.7759 3.8117 -1.2472 0.0 0.1 -0.1
H 6.4933 2.8000 0.0153 0.1 0.0 0.0
C 6.3901 0.4031 -1.3214 -0.2 0.2 0.1
H 6.5395 0.2941 -0.2510 0.1 0.0 0.0
H 7.3582 0.4363 -1.8133 0.1 0.0 -0.1
H 5.8336 -0.4562 -1.6893 0.0 -0.1 -0.1
C 2.3485 1.2379 1.9296 0.2 0.2 0.3
H 1.6870 0.3731 2.0421 0.0 0.0 0.0
C 1.5840 2.5179 2.2769 0.1 -0.3 0.4
H 2.2487 3.3835 2.1908 0.0 0.0 0.0
H 1.1777 2.4663 3.2872 0.1 0.1 -0.1
H 3.2279 1.1253 2.5638 -0.1 0.0 0.0
H 1.0323 0.5957 -0.2862 0.0 0.1 -0.1
H 2.0763 1.5248 -1.3934 -0.1 0.0 0.1
H 0.0770 2.8482 -0.7177 0.0 0.0 0.1
H -2.0301 -0.1380 1.5255 0.0 -0.1 0.3
H -2.3355 -2.3691 -1.8161 0.0 0.1 0.1
H -4.3049 -1.3018 0.1580 0.0 -0.1 0.0
```
Forces are in eV/Å.

=====

(3)
The following is a quantum chemistry calculation of 2 unconnected molecules or ions with the total composition C2H6N2O at a distorted geometry, from OMol25.

## Properties
Structure (SMILES)   [H]/N=C/N.C=O
Gap between HOMO and LUMO   10.456 eV
Energy relative to the best compared isomer or geometry (same formula, charge and spin)   2.0045 eV
Electronic energy   -264.5136 Eh
Spin multiplicity   1
Lowest unoccupied orbital energy   0.0290 Ha

Structure (XYZ):
```
11
Properties=species:S:1:pos:R:3:forces:R:3
O -3.6435 -0.9207 2.1311 -0.1 -0.2 0.0
C -3.5586 -0.0767 1.2845 0.1 0.0 0.2
H -4.1140 -0.1512 0.3313 0.1 0.1 0.0
H -2.9135 0.8024 1.4487 0.0 0.1 -0.2
N 1.9021 -0.5185 -1.6620 -0.4 -0.4 0.7
C 2.2662 0.1006 -0.4715 0.7 0.9 -0.9
N 1.7548 1.2179 -0.1658 -0.5 -0.1 0.3
H 0.9448 -0.2694 -1.8865 0.1 0.0 -0.3
H 2.0304 -1.5214 -1.6686 0.1 0.1 0.0
H 3.1660 -0.2921 -0.0055 -0.1 -0.4 0.3
H 2.1652 1.6292 0.6643 0.1 -0.1 0.0
```
Forces are in eV/Å.

=====

(4)
The following is a quantum chemistry calculation of a single C7H11BrO2 molecule at a distorted geometry, from OMol25.

## Properties
Structure (SMILES)   C=C(Br)CCCO/C=C/O
Gap between HOMO and LUMO   8.904 eV
Energy relative to the best compared isomer or geometry (same formula, charge and spin)   1.2233 eV
Electronic energy   -2997.6957 Eh
Spin multiplicity   1
Lowest unoccupied orbital energy   0.0287 Ha

Structure (XYZ):
```
21
Properties=species:S:1:pos:R:3:forces:R:3
C -2.0209 0.8555 -0.1619 -2.8 -2.7 -2.8
C 1.5412 -0.7659 -1.1512 -1.2 2.0 -0.2
C 1.0438 -1.4314 0.0857 -1.2 -2.2 -0.4
C 0.5979 0.3021 -1.8575 -0.1 -1.7 1.6
C -0.8443 1.3377 -0.1112 4.6 2.8 -0.8
C 0.6873 -0.5616 1.1937 1.5 0.5 0.7
C -0.3097 -0.6267 2.0162 -1.6 1.6 2.0
O -2.9882 1.1777 0.6990 -1.9 0.5 1.7
O 0.3295 1.2950 -0.8717 -0.8 -0.5 -0.7
Br 2.2530 0.5033 1.6436 -0.4 0.3 0.5
H -2.4640 0.1104 -0.9422 1.3 1.3 1.5
H 2.3215 -0.1092 -0.8281 1.0 0.1 -0.1
H 1.9007 -1.4377 -1.8721 0.6 -1.1 -0.9
H 0.2163 -2.1557 -0.1631 0.5 0.7 0.4
H 1.8002 -2.0243 0.6138 0.4 -0.4 -0.9
H 1.2795 0.7204 -2.5879 -0.5 0.4 -0.5
H -0.3482 -0.1062 -2.2813 0.7 0.2 0.0
H -0.5106 2.1362 0.5434 -1.0 -0.1 0.9
H -0.4862 0.0902 2.8631 0.7 -0.9 -0.8
H -1.1971 -1.1929 1.8222 -0.2 -0.6 -0.4
H -2.8017 1.8832 1.3473 0.4 -0.5 -0.7
```
Forces are in eV/Å.